1.
{
  "formula": "C6H10O",
  "method": "ωB97M-V with the def2-TZVPD basis set",
  "orbital_gap_ev": 9.49,
  "symbols": ["C", "C", "C", "C", "O", "C", "C", "H", "H", "H", "H", "H", "H", "H", "H", "H", "H"],
  "positions_angstrom": [[-1.2981, 1.2975, -0.9970], [0.1694, 1.2524, -0.5899], [0.6471, -0.1031, -0.1180], [2.0769, -0.2226, 0.3499], [-1.4592, -1.8264, 1.8036], [-0.1719, -1.1248, -0.0171], [-1.0173, -1.9700, 0.5107], [-1.5901, 2.3072, -1.3000], [-1.9434, 0.9905, -0.1680], [-1.4969, 0.6177, -1.8308], [0.3416, 1.9499, 0.2416], [0.8091, 1.6111, -1.4073], [2.2698, -1.2285, 0.7325], [2.8038, 0.0034, -0.4381], [2.2434, 0.4943, 1.1640], [-0.9306, -1.0956, 2.1665], [-1.4497, -2.8405, 0.0400]],
  "mulliken_charge": [-1.26, -0.24, 0.53, -1.43, -0.51, -0.20, -0.20, 0.38, 0.29, 0.31, 0.29, 0.32, 0.35, 0.34, 0.33, 0.32, 0.36]
}

***

2.
{
  "formula": "C6H10O",
  "method": "ωB97M-V with the def2-TZVPD basis set",
  "orbital_gap_ev": 10.32,
  "symbols": ["O", "C", "C", "C", "C", "C", "C", "H", "H", "H", "H", "H", "H", "H", "H", "H", "H"],
  "positions_angstrom": [[2.0258, -0.1384, 2.7077], [1.9190, 0.6318, 1.7876], [1.5232, -1.0102, -0.7499], [0.2859, -0.8082, -0.2949], [-0.6700, 0.1800, -0.8398], [-2.1246, -0.2004, -0.9617], [-1.7054, 0.7948, 0.0736], [2.7566, 0.8597, 1.0963], [1.9263, -0.4339, -1.5806], [2.1760, -1.7523, -0.2994], [0.9720, 1.1662, 1.5612], [-0.0699, -1.3918, 0.5567], [-0.2729, 0.8223, -1.6238], [-2.6593, 0.1546, -1.8375], [-2.4107, -1.1949, -0.6302], [-1.9636, 1.8383, -0.0809], [-1.7083, 0.4824, 1.1156]],
  "mulliken_charge": [-0.42, -0.02, -0.92, -0.18, 0.16, -0.61, -0.65, 0.27, 0.27, 0.31, 0.17, 0.26, 0.35, 0.25, 0.24, 0.25, 0.26]
}

***

3.
{
  "formula": "C6H10O",
  "method": "ωB97M-V with the def2-TZVPD basis set",
  "orbital_gap_ev": 10.60,
  "symbols": ["C", "C", "O", "C", "C", "C", "C", "H", "H", "H", "H", "H", "H", "H", "H", "H", "H"],
  "positions_angstrom": [[-1.9837, -0.4257, 0.2849], [-0.8534, -0.0424, -0.6641], [-0.5333, 1.3289, -0.4246], [0.8616, 1.5349, -0.2652], [1.5119, 0.1694, -0.1680], [1.0272, -0.7434, 0.9208], [0.4307, -0.8285, -0.4524], [-2.9642, -0.1044, -0.0741], [-1.8049, 0.0737, 1.2386], [-2.0111, -1.5039, 0.4604], [-1.1832, -0.1610, -1.7054], [1.2681, 2.0966, -1.1175], [1.0041, 2.1438, 0.6366], [2.5165, 0.0444, -0.5597], [0.4198, -0.3251, 1.7201], [1.6838, -1.5490, 1.2351], [0.6102, -1.7081, -1.0654]],
  "mulliken_charge": [-1.26, 0.10, -0.42, -0.58, -0.03, -0.79, -0.12, 0.36, 0.31, 0.31, 0.32, 0.30, 0.26, 0.39, 0.18, 0.29, 0.40]
}

***

4.
{
  "formula": "C6H10O",
  "method": "ωB97M-V with the def2-TZVPD basis set",
  "orbital_gap_ev": 10.50,
  "symbols": ["C", "C", "C", "C", "O", "C", "C", "H", "H", "H", "H", "H", "H", "H", "H", "H", "H"],
  "positions_angstrom": [[-0.2641, 1.8653, -0.3424], [0.2328, 0.5481, 0.1495], [-0.0857, -0.2545, 1.1773], [0.8859, -1.3298, 0.7646], [0.3226, -2.3406, -0.1010], [0.6391, -1.5686, -1.2667], [1.2466, -0.4196, -0.4313], [0.5510, 2.5950, -0.4173], [-1.0277, 2.2705, 0.3281], [-0.7036, 1.7635, -1.3427], [-3.2420, 1.3877, 1.3461], [-0.8379, -0.2033, 1.9600], [-2.7023, 0.9284, 1.1226], [1.6031, -1.7407, 1.4790], [-0.2471, -1.3160, -1.8620], [1.3695, -2.0962, -1.8923], [2.2597, -0.0891, -0.6715]],
  "mulliken_charge": [-1.10, 0.23, -0.75, 0.26, -0.43, -0.45, -0.37, 0.31, 0.30, 0.28, 0.28, 0.42, -0.30, 0.38, 0.25, 0.24, 0.44]
}

***

5.
{
  "formula": "C6H10O",
  "method": "ωB97M-V with the def2-TZVPD basis set",
  "orbital_gap_ev": [7.70, 8.37],
  "symbols": ["C", "C", "C", "C", "C", "C", "O", "H", "H", "H", "H", "H", "H", "H", "H", "H", "H"],
  "positions_angstrom": [[0.2397, -1.8983, -1.2838], [0.5480, -1.3389, 0.0615], [0.3010, 0.5251, 1.7561], [-0.2152, -0.2784, 0.6692], [-0.1217, 0.8729, -0.4971], [-0.8429, 2.0678, 0.0832], [-2.0464, 2.1380, 0.1613], [0.6975, -1.3265, -2.1099], [-0.8380, -1.9370, -1.4782], [0.6302, -2.9188, -1.3662], [1.5308, -1.5592, 0.4764], [-0.3397, 0.8268, 2.5774], [1.3685, 0.6947, 1.8556], [-1.2987, -0.4434, 0.7175], [-0.6085, 0.5016, -1.4085], [0.9239, 1.1076, -0.7060], [-0.1809, 2.8628, 0.4776]],
  "mulliken_charge": [-1.19, -0.47, -1.16, 0.61, -0.77, 0.01, -0.49, 0.28, 0.34, 0.38, 0.38, 0.35, 0.33, 0.26, 0.39, 0.35, 0.38]
}

***

6.
{
  "formula": "C6H10O",
  "method": "ωB97M-V with the def2-TZVPD basis set",
  "orbital_gap_ev": 8.50,
  "symbols": ["C", "C", "C", "C", "C", "O", "C", "H", "H", "H", "H", "H", "H", "H", "H", "H", "H"],
  "positions_angstrom": [[-2.0463, -0.1341, 0.3404], [-0.7642, -0.0377, -0.4735], [0.2195, 1.0132, 0.1153], [0.8679, -0.5352, 0.8426], [2.0193, 0.4826, 0.0173], [2.2863, -0.5526, 0.8747], [0.1597, -1.2608, -0.2976], [-1.7990, -0.3185, 1.3921], [-2.6335, 0.7886, 0.2731], [-2.6704, -0.9614, -0.0155], [-0.9907, 0.1777, -1.5237], [0.4939, 1.7291, -0.6778], [-0.1239, 1.5965, 0.9722], [2.1378, 0.2585, -1.0433], [2.4393, 1.4322, 0.3484], [-0.3438, -2.1692, 0.0498], [0.7481, -1.5089, -1.1943]],
  "mulliken_charge": [-1.59, 0.54, -0.82, -0.28, -0.47, -0.30, -0.63, 0.37, 0.38, 0.39, 0.36, 0.36, 0.41, 0.34, 0.37, 0.35, 0.24]
}

***

7.
{
  "formula": "C6H10O",
  "method": "ωB97M-V with the def2-TZVPD basis set",
  "orbital_gap_ev": [8.04, 6.93],
  "symbols": ["C", "C", "O", "C", "C", "C", "C", "H", "H", "H", "H", "H", "H", "H", "H", "H", "H"],
  "positions_angstrom": [[-1.5188, -0.4477, -0.4341], [-0.6631, -1.2005, 0.6011], [0.5849, -1.5401, 0.0248], [1.3462, -0.4602, -0.3213], [1.6501, 0.5873, 0.6837], [0.8170, 1.5839, 0.9253], [-0.7845, 0.7489, -0.9953], [-2.4443, -0.1387, 0.0668], [-1.7785, -1.1491, -1.2335], [-0.5155, -0.5529, 1.4739], [-1.1236, -2.1448, 0.8995], [2.1579, -0.8142, -0.9648], [0.4853, 0.3294, -0.9249], [2.6372, 0.4602, 1.1379], [0.9680, 2.2650, 1.7698], [-0.7228, 0.7622, -2.0860], [-1.0955, 1.7113, -0.6227]],
  "mulliken_charge": [-0.27, -0.62, -0.39, -0.23, -0.06, -0.77, -0.78, 0.31, 0.30, 0.35, 0.38, 0.40, 0.13, 0.33, 0.24, 0.37, 0.28]
}

***

8.
{
  "formula": "C6H10O",
  "method": "ωB97M-V with the def2-TZVPD basis set",
  "orbital_gap_ev": 10.68,
  "symbols": ["C", "C", "C", "C", "O", "C", "C", "H", "H", "H", "H", "H", "H", "H", "H", "H", "H"],
  "positions_angstrom": [[1.0130, -0.4061, -0.7075], [0.6095, 0.0190, 0.6673], [0.1794, 0.8260, -0.5588], [-1.2837, 0.4708, -0.2562], [-1.8204, -0.6978, -0.9017], [-1.5111, -1.5156, 0.2481], [-0.8600, -0.3293, 0.9761], [2.0568, -0.2203, -0.9472], [3.1426, 1.8504, -0.4046], [0.6011, -1.2948, -1.1774], [1.3446, 0.2837, 1.4218], [2.5993, 2.3040, -0.1777], [0.5244, 1.7950, -0.9062], [-1.9858, 1.3087, -0.2198], [-0.8623, -2.3614, -0.0096], [-2.4259, -1.8907, 0.7220], [-1.2106, -0.0813, 1.9782]],
  "mulliken_charge": [-0.54, -0.38, -0.33, 0.08, -0.46, -0.56, -0.23, 0.19, 0.05, 0.14, 0.36, -0.04, 0.33, 0.43, 0.25, 0.27, 0.44]
}

***

Calculated E_tot (hartree), listed in the same order as above: -309.7900, -309.7698, -309.8169, -309.7279, -309.6961, -309.6489, -309.6307, -309.7124
Calculated energy relative to the best compared isomer or geometry (same formula, charge and spin) (eV), listed in the same order as above: 1.425, 1.975, 0.694, 3.116, 3.980, 5.264, 5.761, 3.538